Molecular formula: C3H6N2O
Method: DFT, the ωB97M-V functional and the def2-TZVPD basis

Last column: natural (NBO) charge in e.
Geometry (Å):
1 N 2.432 -0.419 -1.367  -0.307
2 C 1.638 -0.416 -0.524  0.255
3 C 0.493 -0.405 0.396  -0.174
4 N 0.443 0.779 1.243  -0.767
5 C -0.877 -0.509 -0.654  -0.037
6 O -1.879 0.394 -0.291  -0.687
7 H 0.503 -1.316 1.014  0.227
8 H 1.018 1.514 0.840  0.376
9 H -0.539 1.161 1.226  0.314
10 H -0.513 -0.321 -1.679  0.179
11 H -1.221 -1.548 -0.541  0.181
12 H -1.498 1.085 0.336  0.438

## Properties
Max |F| = 0.047 Eh/bohr
LUMO energy = 0.54 eV
HOMO-LUMO gap = 0.4042 Ha
HOMO energy = -10.46 eV
Net charge = 0
SMILES string = N#C[C@@H](N)CO



Molecular formula: C30H26GeNO5Tl
Method: DFT, the ωB97M-V functional and the def2-TZVPD basis

Last column: natural (NBO) charge in e.
Geometry (Å):
1 Tl 1.877 -1.121 0.820  0.721
2 O 0.350 -5.135 1.475  -0.682
3 C 0.706 -4.106 0.706  0.823
4 O 1.870 -3.832 0.476  -0.668
5 C -0.446 -3.583 -0.146  -0.163
6 O -0.693 -2.207 0.025  -0.537
7 C -1.516 -1.947 1.153  -0.196
8 C -0.817 -2.416 2.473  0.759
9 O -1.491 -2.568 3.474  -0.689
10 O 0.430 -2.605 2.340  -0.826
11 H 1.087 -5.376 2.056  0.499
12 H -1.348 -4.165 0.071  0.192
13 H -0.148 -3.703 -1.192  0.212
14 H -2.500 -2.422 1.032  0.189
15 H -1.636 -0.863 1.193  0.208
16 C -1.777 4.815 0.145  -0.244
17 C -2.441 3.629 0.418  -0.213
18 C -1.948 2.439 -0.080  -0.274
19 C -0.803 2.393 -0.872  -0.290
20 C -0.156 3.592 -1.138  -0.268
21 C -0.638 4.790 -0.641  -0.216
22 Ge -0.026 0.560 -1.221  0.739
23 C -1.439 -0.256 -2.414  -0.280
24 C -2.714 0.268 -2.583  -0.262
25 C -3.700 -0.437 -3.252  -0.221
26 C -3.428 -1.692 -3.768  -0.240
27 C -2.152 -2.219 -3.638  -0.218
28 C -1.177 -1.505 -2.966  -0.249
29 C 1.463 0.944 -2.543  -0.405
30 C 1.446 0.542 -3.873  -0.164
31 C 2.558 0.695 -4.683  -0.238
32 C 3.717 1.254 -4.171  -0.236
33 C 3.752 1.673 -2.849  -0.222
34 C 2.636 1.509 -2.050  -0.231
35 H -2.143 5.749 0.551  0.201
36 H -3.329 3.634 1.037  0.201
37 H -2.440 1.506 0.170  0.205
38 H 0.747 3.578 -1.736  0.212
39 H -0.117 5.714 -0.857  0.200
40 H -2.939 1.247 -2.180  0.211
41 H -4.689 -0.009 -3.362  0.200
42 H -4.206 -2.259 -4.263  0.199
43 H -1.926 -3.194 -4.051  0.198
44 H -0.185 -1.925 -2.851  0.201
45 H 0.546 0.099 -4.282  0.202
46 H 2.521 0.375 -5.719  0.199
47 H 4.592 1.362 -4.798  0.199
48 H 4.652 2.119 -2.443  0.200
49 H 2.669 1.825 -1.013  0.200
50 C 0.749 1.548 1.905  -0.351
51 C 0.966 0.825 3.067  -0.135
52 C -0.120 0.383 3.879  -0.194
53 C 0.085 -0.327 5.022  -0.118
54 C 1.392 -0.634 5.448  -0.215
55 C 2.484 -0.195 4.683  -0.174
56 C 2.284 0.504 3.523  -0.177
57 C 1.609 -1.347 6.631  0.309
58 N 1.815 -1.918 7.611  -0.358
59 H 1.574 2.022 1.398  0.194
60 H -0.231 1.924 1.679  0.209
61 H -1.123 0.632 3.566  0.218
62 H -0.754 -0.668 5.607  0.232
63 H 3.487 -0.409 5.029  0.218
64 H 3.133 0.895 2.973  0.207

## Properties
Max |F| = 0.027 Eh/bohr
LUMO energy (alpha / beta) = 2.37 / 1.09 eV
HOMO-LUMO gap (alpha / beta) = 0.2295 / 0.1820 Ha
HOMO energy (alpha / beta) = -3.87 / -3.86 eV
2S+1 = 2
⟨S²⟩ = 0.796
Net charge = -1



| no. | DFT total energy (hartree) |
| --- | --- |
| 1 | -302.60362 |
| 2 | -3839.17806 |